(1)
# C2H3OPS

A structure of composition C2H3OPS in a non-equilibrium geometry (ωB97M-V/def2-TZVPD, the Open Molecules 2025 dataset).

For the HOMO energy (alpha / beta), the calculation gives -6.9501 / -9.5124 eV. The multiplicity is 3. As for the total charge: 0. The gap between HOMO and LUMO (alpha / beta) comes out at 7.38 / 8.56 eV. The calculation puts the LUMO energy (alpha / beta) at 0.01566 / -0.03482 hartree. As for the largest force on an atom: 6.2 eV/Å. For the relative energy (zero: lowest compared OMol25 entry of this formula, charge and spin), the calculation gives 262.48 kJ/mol.

```
8
Properties=species:S:1:pos:R:3:forces:R:3:mulliken_spin:R:1
C 0.777958 0.779811 -0.178458 -0.9 -5.1 0.0 0.827
C 0.445904 -1.232045 -0.290810 -2.0 5.9 -0.5 0.753
O -0.410356 1.237461 -0.586102 3.1 1.5 -1.7 0.062
P -1.660337 0.760226 0.247647 -1.2 -1.6 2.1 0.064
S -1.186634 -1.480010 -0.117480 -0.7 1.2 0.3 0.213
H 1.779463 0.946352 -0.537419 -0.2 1.1 -0.7 0.051
H 1.149175 -1.890238 -0.048656 3.0 -2.5 1.1 0.027
H -0.895170 0.878444 1.511279 -1.0 -0.4 -0.6 0.003
```
Forces are in eV/Å.

***

(2)
# C12H19GdO7P

A structure of composition C12H19GdO7P in a non-equilibrium geometry (ωB97M-V/def2-TZVPD, the Open Molecules 2025 dataset).

For the HOMO energy (alpha / beta), the calculation gives -18.2293 / -17.2769 eV. The multiplicity is 8. As for the total charge: +3. The gap between HOMO and LUMO (alpha / beta) comes out at 6.28 / 2.86 eV. The calculation puts the LUMO energy (alpha / beta) at -0.43924 / -0.52974 hartree. As for the largest force on an atom: 6.5 eV/Å. For the relative energy (zero: lowest compared OMol25 entry of this formula, charge and spin), the calculation gives 38.57 kJ/mol.

```
40
Properties=species:S:1:pos:R:3:forces:R:3:mulliken_spin:R:1
Gd -0.597277 0.449096 -0.074663 -1.8 1.7 -0.1 6.711
O -3.777493 -0.273075 -1.867497 4.5 0.3 2.2 0.005
C -2.747100 -0.184350 -1.356461 -5.2 -0.5 -2.6 -0.009
C 1.746149 0.103306 0.690399 6.3 -0.5 1.5 0.006
O 2.866244 -0.009230 0.940663 -4.7 0.4 -1.0 0.004
C 0.336113 2.839083 -0.536660 0.7 5.1 0.4 -0.001
O 0.491647 3.975149 -0.443267 -0.5 -4.5 -0.5 0.004
C -0.222658 -2.032254 0.323551 1.5 -6.3 0.0 0.009
O 0.085937 -3.146953 0.302417 -1.4 5.0 0.2 0.002
C 1.287804 -0.053023 -4.725966 -0.7 0.0 0.0 0.072
H 0.740204 -0.981030 -4.949190 0.3 0.5 0.0 0.001
H 0.770708 0.892812 -4.945815 0.3 -0.5 0.0 0.001
C 2.541664 -0.076886 -4.253562 0.6 0.0 0.4 0.088
H 3.107198 0.847661 -4.062481 -0.3 -0.5 -0.2 0.001
H 3.069875 -1.024979 -4.069475 -0.3 0.5 -0.2 0.000
C 1.677907 -2.482566 5.010453 0.1 -0.3 0.2 0.000
C 1.007166 -1.877774 3.812700 -0.3 -0.5 -0.5 0.000
O 1.271749 -0.424528 3.704730 -0.2 2.3 2.2 0.000
P 0.726778 0.854295 4.548241 -1.8 -2.4 -2.6 0.000
O -0.866189 0.694847 4.390327 3.4 1.1 0.9 0.000
C -1.664889 -0.287523 5.094331 -1.3 -1.0 0.7 0.000
C -2.931847 -0.453034 4.312311 -0.3 -0.1 -0.2 0.002
O -1.680276 1.386711 1.339293 1.0 -1.2 -0.7 0.085
C -2.434504 2.390213 2.025061 -0.1 0.6 0.2 0.011
C -3.865124 2.451567 1.535458 0.0 -0.3 0.3 0.003
H 2.748502 -2.249524 5.047282 -0.3 -0.1 -0.1 0.000
H 1.554218 -3.575165 4.912650 0.1 0.4 0.2 0.000
H 1.210111 -2.175456 5.951714 0.0 0.0 -0.1 0.000
H 1.433298 -2.269644 2.892232 0.1 0.0 0.0 0.000
H -0.077777 -2.050381 3.791265 0.3 0.2 0.0 0.000
H -1.129693 -1.235431 5.189635 0.1 0.2 0.0 0.000
H -1.853730 0.090733 6.096745 0.0 0.2 0.0 0.000
H -2.717965 -0.861476 3.323340 0.0 0.0 -0.1 0.000
H -3.610290 -1.153690 4.808223 0.1 0.2 0.0 0.000
H -3.431988 0.511974 4.192940 -0.1 -0.2 0.1 0.000
H -2.395465 2.136423 3.091349 0.1 0.1 -0.2 0.003
H -1.940710 3.362824 1.900034 0.0 -0.2 -0.1 0.003
H -4.459174 1.677846 2.030859 -0.1 0.2 -0.1 0.000
H -4.265241 3.440758 1.778851 -0.2 -0.3 -0.1 0.001
H -3.933450 2.271219 0.461036 0.0 0.3 0.0 0.000
```
Forces are in eV/Å.

***

(3)
# C8H13FOS

A cluster of 2 separate species, C8H13FOS in total in a non-equilibrium geometry (ωB97M-V/def2-TZVPD, the Open Molecules 2025 dataset).

For the HOMO energy, the calculation gives -8.7378 eV. Its SMILES is C/C=C/CF.C=CCOC=S. The multiplicity is 1. As for the total charge: 0. The gap between HOMO and LUMO comes out at 9.08 eV. The calculation puts the LUMO energy at 0.01253 hartree. As for the largest force on an atom: 4.0 eV/Å. For the relative energy (zero: lowest compared OMol25 entry of this formula, charge and spin), the calculation gives 271.59 kJ/mol.

```
24
Properties=species:S:1:pos:R:3:forces:R:3:lowdin_charge:R:1
C -0.655398 -1.820054 0.032082 2.0 -1.8 0.2 -0.183
C 0.869360 -1.750452 -0.310472 -1.4 -1.6 -2.7 -0.177
C 1.773639 -0.832200 -0.085415 1.1 2.2 2.5 -0.118
C 3.314443 -0.908557 -0.491334 -3.4 1.5 -1.5 -0.215
C 0.032037 3.023255 -0.464244 0.1 -0.8 0.3 0.029
C -1.168079 2.536417 -0.191611 0.2 1.3 -0.2 -0.141
C -1.243492 1.321550 0.632322 -2.5 0.3 1.9 -0.186
C -2.578009 -0.661691 0.502844 -1.7 0.1 0.7 -0.852
H -0.776680 -1.353749 1.137784 0.5 -1.1 -3.0 0.112
H -1.318179 -1.398160 -0.873253 2.4 -1.1 2.2 0.074
H -0.971935 -2.975661 0.169569 0.8 2.7 -0.4 0.118
H 1.153543 -2.442607 -1.157912 -0.3 0.1 1.2 0.114
H 1.413660 -0.004934 0.640954 1.3 -1.1 -1.1 0.104
H 3.550798 0.010253 -1.171184 -0.2 -1.9 0.9 0.136
H 3.316782 -1.905712 -0.988384 1.0 0.8 0.2 0.109
H 0.121048 3.895745 -1.025300 0.2 1.5 -0.8 0.037
H 0.980934 2.572471 -0.170184 -0.4 -0.2 0.0 0.069
H -2.072343 3.141658 -0.499420 0.9 -1.2 0.4 0.137
H -0.277539 0.900264 0.860450 0.2 -0.3 -0.3 0.082
H -1.735215 1.559521 1.641314 0.6 -0.3 -1.2 0.160
H -2.214934 -0.745680 1.513579 -1.0 0.0 0.7 0.069
O -2.130265 0.419470 -0.061844 0.1 0.9 -1.0 -0.148
F 4.100810 -0.798603 0.610142 0.3 -0.4 0.4 -0.044
S -3.484987 -1.782547 -0.250488 -1.0 0.5 0.5 0.714
```
Forces are in eV/Å.

***

Number 1: E_tot -24288.26830 eV. Number 2: E_tot -57175.64392 eV. Number 3: E_tot -24101.66947 eV.